The following is a DFT calculation (the ωB97M-V functional and the def2-TZVPD basis) of a molecular structure, C20H26N4O3Os.

CARTESIAN COORDINATES (ANGSTROEM)
N 0.96487 1.95425 -1.08299
C 0.69850 3.10026 -1.16246
C 0.63986 4.46799 -0.94013
H -0.40885 4.78585 -0.95664
H 1.21453 4.98793 -1.72148
H 1.08680 4.67316 0.04622
N 2.62606 -1.73586 -1.70845
C 3.48747 -2.35491 -2.16283
C 4.60039 -3.14953 -1.90456
H 5.42669 -2.79040 -2.56521
H 4.32298 -4.21156 -2.11489
H 4.86124 -3.02652 -0.81685
N -1.64349 -1.82806 -1.11156
C -2.72405 -2.14923 -1.15203
C -4.02316 -2.65669 -0.93643
H -3.94039 -3.42026 -0.14688
H -4.40813 -3.10699 -1.86328
H -4.66893 -1.83189 -0.60537
Os 0.63069 -0.59286 -1.93098
C 0.44130 -2.06355 -0.52616
O 0.47437 -2.73497 0.44359
C 1.81904 0.16335 -0.34509
O 2.37331 0.39530 0.63937
C 1.09184 0.77304 -3.52868
C -0.26445 0.84048 -3.27099
C -1.01815 -0.32210 -3.27725
C -0.40118 -1.53878 -3.52710
C 0.96949 -1.61233 -3.72091
C 1.71535 -0.44351 -3.73865
H 1.69767 1.67753 -3.50147
H -0.77136 1.78831 -3.09796
H -2.09081 -0.24812 -3.11280
H -0.97945 -2.46071 -3.50695
H 1.41941 -2.60402 -3.79331
H 2.80304 -0.44536 -3.82545
O -0.70704 0.29421 0.56704
C -0.91440 0.40607 1.78734
C -0.09786 -0.24393 2.88513
C 0.56228 0.76270 3.82247
C -0.38609 1.23202 4.92230
C -1.59291 2.01751 4.43184
C -2.53097 1.23356 3.52407
N -1.98951 1.12266 2.17143
H -0.72505 -0.96765 3.42166
H 0.66772 -0.84924 2.39345
H 1.44696 0.27941 4.26704
H 0.91798 1.62020 3.22595
H -0.71966 0.36413 5.49660
H 0.20471 1.84966 5.60450
H -2.17482 2.33205 5.30164
H -1.23335 2.92982 3.95002
H -2.67022 0.21215 3.93710
H -3.47730 1.78363 3.42527
H -2.60297 1.34182 1.39176

Values from the calculation:
HOMO energy (alpha / beta): -0.754 / -0.823 Eh
energy above the lowest of the compared OMol25 structures with the same formula, charge and spin: 34.89 kcal/mol
2S+1: 5
maximum force: 9.79 eV Å⁻¹
DFT total energy: -35680.625 eV
total charge: +4

---

The following is a DFT calculation (the ωB97M-V functional and the def2-TZVPD basis) of a molecular structure, C20H26NO2S2.

CARTESIAN COORDINATES (ANGSTROEM)
C -0.45195 0.56791 3.88830
C -0.85822 1.21388 2.46661
C -0.09907 1.00829 1.23293
C 0.97827 0.17572 1.10918
C 0.73027 -1.02550 1.28182
C -0.36196 -1.90517 1.69972
H -1.15533 -1.29046 2.04880
H -0.17876 -2.44389 2.38944
C -0.68516 -2.65862 0.36187
N -1.00400 -1.92237 -0.80902
C -2.12863 -1.38667 -0.91243
C -2.38302 -0.23809 -2.00694
C -2.27965 -0.88641 -3.28639
H -2.05543 -0.27166 -4.14327
H -2.82317 -1.66425 -3.63583
C -0.63157 -1.63563 -3.10385
C 0.18843 -0.49898 -2.91355
O 0.61967 -0.08891 -1.80708
O 0.82152 0.03701 -4.28366
H 1.50247 0.69895 -3.92293
C -0.60548 -2.47551 -2.08898
H 0.58821 -3.05147 -1.89648
H -1.18625 -3.45162 -2.28464
H -0.30637 -2.17945 -4.07211
H -3.44741 0.14023 -2.22062
H -1.90240 0.46470 -1.83194
H -2.71810 -0.91445 0.19966
H -2.89494 -2.24150 -1.13355
H -0.24541 -1.13820 -0.62320
H -1.63291 -3.43510 0.61659
H 0.19310 -3.41514 0.07466
H 1.76335 -1.64011 1.07241
C 2.29675 0.74732 0.64284
C 2.68834 2.07660 0.97484
C 3.98884 2.24616 0.29744
C 4.59390 1.07864 -0.59314
S 3.27835 -0.02735 -0.45479
H 5.41355 0.80425 -0.93451
H 4.63723 3.13582 0.29076
C 2.37845 3.07729 1.81305
H 2.91281 3.58440 2.19489
H 1.68114 3.58177 1.35474
H 1.67957 2.70834 2.71077
S -0.80843 2.06203 0.22435
C -1.83314 2.83386 1.14280
C -1.95309 2.17175 2.32633
H -2.58378 2.47496 3.23238
H -2.78875 3.34037 0.75680
H -0.23777 1.50699 4.50670
H -1.14860 0.08244 4.30909
H 0.45451 0.06683 3.73912

Values from the calculation:
HOMO energy: -0.392 Eh
energy above the lowest of the compared OMol25 structures with the same formula, charge and spin: 23.08 kcal/mol
2S+1: 1
maximum force: 19.39 eV Å⁻¹
DFT total energy: -48393.917 eV
total charge: +1

---

The following is a DFT calculation (the ωB97M-V functional and the def2-TZVPD basis) of a single C20H26O4 molecule.

CARTESIAN COORDINATES (ANGSTROEM)
C 1.72165 -3.52201 -0.78280
C 1.04284 -2.45341 0.04891
C 1.56498 -2.10296 1.28296
C 1.03377 -1.08422 2.26864
O 1.54665 -1.56610 3.51636
C 0.15114 -1.44937 3.48172
C -0.40040 -0.22708 4.15158
C -1.88982 -0.21333 3.99636
C 0.39298 0.91568 3.49190
C 0.92831 0.47722 2.07783
C -0.02827 1.02908 0.94324
O -1.17637 1.32522 1.23366
C 0.39785 1.13774 -0.53107
C 1.89218 0.79462 -0.76729
C 0.11831 2.57572 -0.99922
O 0.64704 3.58043 -0.53114
C -0.78577 2.70493 -2.19987
C -0.98226 1.29300 -2.72251
C -0.04486 1.03305 -3.93669
C -2.43600 1.14040 -3.28206
C -0.63600 0.37805 -1.46851
C -0.22603 -1.10702 -1.75025
C -0.24966 -1.90972 -0.44257
O -1.32015 -2.03884 0.15097
H 2.65419 -3.87662 -0.28130
H 1.02164 -4.33831 -1.00495
H 1.99556 -3.10590 -1.72925
H 2.41244 -2.65485 1.62762
H -0.50286 -2.33980 3.43943
H -0.16280 -0.27229 5.22870
H -2.14957 -0.44433 2.95399
H -2.28087 0.80675 4.23165
H -2.37737 -0.88868 4.70690
H -0.15783 1.87928 3.53060
H 1.28402 1.15350 4.12336
H 1.92788 0.85350 1.91629
H 2.16059 -0.11089 -0.28028
H 2.09921 0.61256 -1.80736
H 2.55941 1.58673 -0.44034
H -1.72696 3.14611 -1.83683
H -0.38671 3.35662 -2.98709
H -0.29121 0.13947 -4.49062
H -0.11022 1.84005 -4.68450
H 0.99571 1.01758 -3.67288
H -3.22836 1.36152 -2.51606
H -2.62854 0.09685 -3.58450
H -2.62892 1.85044 -4.10669
H -1.59547 0.30406 -0.94017
H 0.75742 -1.14317 -2.17747
H -0.90246 -1.54123 -2.44841

Values from the calculation:
HOMO energy: -0.339 Eh
energy above the lowest of the compared OMol25 structures with the same formula, charge and spin: 31.66 kcal/mol
2S+1: 1
maximum force: 3.81 eV Å⁻¹
DFT total energy: -29349.745 eV

---

The lowest maximum force belongs to which entry?
C20H26O4